Entry from OMol25: 11 unconnected molecules or ions with the total composition C51H125N11O5 at a distorted geometry (ωB97M-V/def2-TZVPD).

Geometry as XYZ:
```
192
Properties=species:S:1:pos:R:3:forces:R:3:mulliken_charge:R:1
C -16.277 23.311 17.982 0.380 -0.898 1.701 -1.358
C -16.049 22.897 16.599 -0.863 0.420 -2.693 -0.452
N -17.103 23.443 15.694 0.520 1.101 0.575 0.164
C -16.760 23.348 14.302 1.989 0.095 -0.686 -0.766
C -16.892 21.989 13.705 0.067 -2.194 -1.006 -1.127
C -18.484 23.162 16.053 0.362 1.640 -0.420 -0.412
C -19.336 24.089 15.171 -1.310 -0.269 0.090 -1.344
H -15.452 22.882 18.552 0.133 0.093 0.318 0.444
H -17.161 22.834 18.404 -0.188 0.473 0.112 0.391
H -16.229 24.391 18.127 -0.383 -0.064 -0.131 0.268
H -15.076 23.285 16.296 -0.060 0.151 -0.381 0.341
H -16.010 21.830 16.380 0.155 -0.511 0.784 0.333
H -17.022 24.061 13.520 -1.908 0.578 0.688 0.319
H -15.731 23.701 14.219 0.761 -0.666 0.536 0.405
H -17.866 21.528 13.870 -0.235 0.211 0.073 0.268
H -16.713 21.881 12.636 -0.346 0.903 -0.415 0.439
H -16.181 21.210 13.978 0.263 0.199 1.083 0.311
H -18.715 23.520 17.056 0.465 -0.104 0.215 0.391
H -18.702 22.094 16.072 -0.484 -0.250 -0.509 0.358
H -19.396 23.833 14.114 0.139 -0.133 0.058 0.281
H -19.079 25.146 15.247 0.874 -0.173 0.041 0.298
H -20.358 24.151 15.546 -0.300 -0.591 -0.042 0.447
C -16.701 32.907 15.548 -0.035 -0.402 -1.111 -1.057
C -17.101 31.431 15.174 0.851 1.656 0.237 -0.748
N -16.204 30.636 15.999 -1.683 -0.539 1.542 0.329
C -15.575 29.446 15.430 0.300 1.115 0.244 -0.541
C -14.426 29.933 14.544 -0.051 -0.768 0.043 -1.194
C -16.929 30.332 17.263 2.368 -0.546 0.410 -0.754
C -15.921 30.187 18.428 -1.602 0.522 0.882 -1.170
H -16.364 33.004 16.580 -0.242 -0.249 -0.018 0.271
H -17.458 33.662 15.339 -0.161 -0.069 -0.054 0.371
H -15.840 33.116 14.912 0.144 0.307 0.158 0.272
H -18.169 31.319 15.358 -0.117 -0.588 0.160 0.388
H -16.938 31.249 14.112 0.078 0.063 -0.042 0.405
H -15.004 28.944 16.211 -0.759 -0.351 0.359 0.221
H -16.398 28.838 15.053 0.512 -0.675 -0.650 0.415
H -13.758 29.131 14.230 -0.467 -0.375 -0.583 0.413
H -14.784 30.523 13.700 0.441 0.149 0.065 0.295
H -13.751 30.440 15.233 -0.323 0.837 -0.243 0.319
H -17.430 29.367 17.333 -0.216 -0.543 -1.013 0.351
H -17.749 31.005 17.512 0.520 0.645 -0.209 0.457
H -15.436 31.087 18.806 0.190 0.165 -0.618 0.275
H -15.209 29.363 18.372 -0.142 0.088 -0.305 0.301
H -16.650 29.965 19.207 0.401 -0.462 0.747 0.383
C -10.394 25.817 17.345 1.728 -0.605 -3.001 -1.466
C -10.990 25.770 18.646 -0.208 1.288 1.996 -0.198
N -9.980 25.999 19.691 0.498 -0.933 -0.486 0.062
C -10.699 26.143 20.948 -0.231 0.249 0.407 -0.453
C -11.210 27.599 21.224 0.438 -0.734 0.168 -1.321
C -9.025 24.860 19.652 0.560 -0.931 1.029 -0.560
C -7.750 25.113 20.505 -0.926 0.509 -0.869 -1.284
H -9.561 26.520 17.334 -0.285 0.526 -0.062 0.408
H -11.107 26.051 16.555 0.062 0.037 -0.021 0.398
H -9.882 24.898 17.061 -0.339 -0.300 -0.172 0.261
H -11.627 26.654 18.675 -0.579 -0.254 0.449 0.301
H -11.543 24.854 18.855 -0.373 -0.132 -0.038 0.340
H -11.540 25.450 20.969 -0.700 0.004 -0.321 0.335
H -10.163 25.697 21.786 0.734 0.759 0.071 0.426
H -10.520 28.381 20.907 0.343 -0.306 -0.017 0.335
H -12.153 27.843 20.735 -0.090 -0.326 0.013 0.291
H -11.338 27.700 22.302 -0.200 0.116 0.001 0.382
H -8.736 24.546 18.649 -0.197 0.646 -0.091 0.411
H -9.497 23.970 20.070 -0.459 -0.388 0.070 0.341
H -7.462 26.081 20.094 0.207 0.556 1.172 0.314
H -6.841 24.519 20.405 -0.511 -0.706 -0.489 0.395
H -8.084 25.005 21.537 0.520 0.922 0.166 0.283
C -16.389 30.303 2.603 0.984 -0.995 1.094 -1.367
C -15.590 29.112 3.329 -1.207 0.511 -2.037 -0.430
N -14.867 29.380 4.529 -0.305 0.134 1.951 0.107
C -15.685 30.082 5.542 1.528 1.476 -0.414 -0.515
C -14.835 30.479 6.770 -0.160 -0.970 0.218 -1.224
C -14.250 28.144 5.066 -1.324 -0.087 -0.652 -0.468
C -12.917 27.952 4.443 1.538 0.176 0.232 -1.211
H -16.749 29.949 1.636 0.042 -0.146 0.082 0.413
H -15.742 31.161 2.420 0.024 0.024 0.109 0.341
H -17.251 30.611 3.194 0.049 0.057 -0.037 0.339
H -16.301 28.297 3.460 -0.518 -0.228 0.267 0.423
H -14.924 28.706 2.568 0.373 0.111 0.050 0.237
H -16.602 29.630 5.920 -0.201 -0.645 -0.322 0.261
H -15.961 30.997 5.017 -0.325 0.098 0.228 0.456
H -14.876 29.650 7.477 -0.179 0.068 0.344 0.326
H -15.208 31.364 7.285 0.000 0.008 -0.165 0.361
H -13.762 30.559 6.592 -0.108 0.432 -0.522 0.320
H -14.271 28.096 6.155 0.457 0.531 -0.033 0.377
H -14.888 27.297 4.814 -0.282 -0.313 -0.287 0.335
H -12.919 28.161 3.373 -0.204 -0.263 -0.025 0.255
H -12.208 28.667 4.861 0.050 0.194 0.061 0.273
H -12.475 26.975 4.639 -0.211 -0.205 -0.154 0.388
C -18.437 14.212 7.601 -1.514 -0.181 0.638 -1.404
C -17.256 13.482 8.171 1.006 2.284 0.217 -0.426
N -16.023 14.447 8.157 -0.808 -0.749 1.707 -0.043
C -16.199 15.708 9.049 -0.169 -1.193 -0.908 -0.821
C -16.838 15.559 10.474 0.357 0.003 -1.068 -1.021
C -14.769 13.800 8.584 0.534 -0.020 0.346 -0.298
C -14.591 12.447 8.015 -0.398 -0.949 -1.268 -1.417
H -18.859 15.085 8.098 1.029 0.736 -0.118 0.362
H -19.279 13.575 7.870 -0.293 -0.636 -0.823 0.398
H -18.327 14.317 6.522 -0.270 0.292 0.166 0.311
H -17.491 13.100 9.164 0.221 0.005 0.255 0.358
H -17.265 12.634 7.486 1.395 -0.096 0.167 0.456
H -15.186 16.105 9.109 0.086 -0.125 0.335 0.495
H -16.684 16.457 8.422 -0.601 -0.130 0.237 0.407
H -16.151 15.078 11.170 -0.009 -0.015 -0.031 0.283
H -17.097 16.544 10.861 0.169 0.070 0.001 0.370
H -17.767 14.989 10.462 0.037 -0.067 -0.150 0.271
H -14.551 13.686 9.646 -0.707 0.484 0.711 0.307
H -13.898 14.349 8.226 -0.236 0.656 -0.206 0.365
H -13.557 12.102 8.040 0.001 0.132 0.013 0.392
H -14.912 12.583 6.982 0.251 -0.599 -0.380 0.369
H -15.212 11.662 8.446 -0.079 0.108 0.158 0.288
C -3.983 28.088 16.532 -0.782 0.336 0.260 -1.134
C -4.023 26.869 15.567 -0.582 1.773 0.279 -0.604
N -3.872 27.200 14.142 2.529 -1.098 0.325 0.236
C -4.720 28.142 13.464 -0.576 -0.300 1.681 -0.403
C -6.132 27.664 13.615 -1.080 0.395 -0.302 -1.394
C -2.473 27.370 13.745 -0.397 -2.273 -1.930 -0.594
C -2.322 26.597 12.378 0.734 0.786 0.018 -1.186
H -4.298 27.843 17.546 0.158 -0.552 0.109 0.402
H -4.732 28.839 16.280 -0.025 0.116 -0.440 0.277
H -3.043 28.626 16.651 0.252 -0.285 -0.418 0.311
H -3.239 26.209 15.939 -0.009 -0.319 -0.717 0.361
H -4.986 26.373 15.689 0.006 -0.096 0.146 0.349
H -4.627 29.077 14.016 0.018 0.843 -0.640 0.324
H -4.483 28.223 12.403 0.409 0.064 0.267 0.416
H -6.551 27.923 14.587 0.097 -0.276 0.181 0.227
H -6.773 28.184 12.902 -0.129 -0.141 -0.158 0.439
H -6.181 26.588 13.447 -0.142 0.032 -0.006 0.349
H -1.812 26.771 14.371 -0.078 0.533 0.583 0.337
H -2.109 28.392 13.629 -0.077 0.239 0.256 0.287
H -2.933 26.990 11.566 -0.300 -0.023 0.189 0.307
H -2.493 25.525 12.481 -0.312 0.140 0.249 0.280
H -1.305 26.687 11.996 0.274 0.100 0.073 0.410
C -11.535 25.619 10.296 0.694 0.088 0.798 -0.896
N -11.967 24.248 10.692 0.151 1.838 -0.600 -0.118
C -12.015 23.240 9.792 -0.226 -0.414 -0.547 0.706
C -12.580 21.941 10.292 -0.065 0.542 0.434 -0.773
O -11.701 23.374 8.628 0.420 0.327 -0.515 -0.645
H -11.062 25.737 9.322 -0.066 -1.018 0.025 0.296
H -10.793 25.935 11.030 0.163 0.009 0.010 0.314
H -12.257 26.435 10.296 -0.835 -0.566 0.239 0.321
H -12.353 24.138 11.619 0.172 -0.097 -0.218 0.169
H -13.417 22.291 10.895 -0.325 -0.795 0.182 0.168
H -11.863 21.421 10.929 -0.098 -0.051 0.017 0.213
H -12.890 21.325 9.448 0.029 0.119 0.216 0.249
C -17.874 21.242 2.755 -1.065 -0.375 -0.052 -0.843
N -17.107 21.084 3.958 0.414 0.882 -0.049 -0.193
C -16.277 20.071 4.206 0.997 -2.572 0.227 0.680
C -15.680 19.949 5.631 0.649 -0.696 -1.452 -0.975
O -16.039 19.127 3.421 -0.602 1.967 0.805 -0.668
H -18.860 21.510 3.133 -0.267 0.218 -0.542 0.320
H -17.982 20.286 2.242 0.248 0.019 0.134 0.316
H -17.538 21.986 2.033 0.346 0.060 0.249 0.252
H -17.119 21.874 4.587 0.092 -0.338 0.071 0.221
H -16.189 20.424 6.469 0.146 -0.074 -0.196 0.335
H -14.607 20.132 5.568 0.016 1.119 0.129 0.277
H -15.538 18.870 5.690 -0.929 -0.202 0.667 0.284
C -7.047 27.213 2.398 0.335 -0.980 0.145 -0.871
N -7.555 26.738 3.695 -0.294 0.155 -0.290 -0.127
C -6.804 26.439 4.764 0.793 0.594 2.346 0.652
C -7.581 25.964 6.056 -0.128 -0.526 -1.430 -0.900
O -5.592 26.579 4.817 -0.264 -0.227 -0.459 -0.628
H -6.170 26.658 2.065 -0.149 -0.782 0.361 0.295
H -6.588 28.201 2.354 -0.981 0.528 0.423 0.269
H -7.835 26.994 1.678 0.127 0.645 -0.107 0.336
H -8.541 26.673 3.901 0.080 0.207 -0.724 0.199
H -8.612 25.718 5.805 -0.142 -0.054 -0.003 0.254
H -7.632 26.627 6.920 0.534 0.323 -0.396 0.254
H -7.107 25.028 6.350 0.059 0.113 0.145 0.266
C -11.637 22.543 2.838 -0.119 -1.731 0.434 -0.951
N -11.620 23.510 1.796 0.979 0.585 -1.009 -0.142
C -12.742 23.996 1.284 -1.309 3.030 -1.394 0.719
C -12.792 25.019 0.141 2.651 -0.079 -0.799 -1.055
O -13.798 23.875 1.812 -2.938 -1.563 2.000 -0.592
H -10.890 21.813 2.528 0.366 0.000 0.936 0.385
H -12.546 21.948 2.923 -0.436 0.253 -0.983 0.277
H -11.620 22.878 3.876 1.000 0.594 -0.126 0.278
H -10.786 23.689 1.255 0.039 -0.347 0.384 0.228
H -11.836 24.941 -0.377 0.180 0.148 -0.586 0.336
H -12.782 26.053 0.485 -0.228 -0.176 0.608 0.211
H -13.566 24.968 -0.626 -0.221 -0.701 0.576 0.302
C -9.881 18.704 16.227 -0.368 -0.046 -0.769 -0.834
N -10.771 19.668 15.554 0.404 -2.374 1.820 -0.128
C -10.473 20.771 14.909 0.421 2.339 -2.290 0.671
C -8.964 21.077 14.529 -0.992 0.351 -0.293 -1.206
O -11.389 21.523 14.543 1.122 -0.439 0.155 -0.652
H -10.120 17.720 15.825 0.267 -0.111 -0.067 0.301
H -10.053 18.626 17.301 -0.007 0.446 0.038 0.271
H -8.833 18.925 16.026 -0.185 0.038 0.030 0.315
H -11.754 19.455 15.643 0.014 0.402 -0.018 0.237
H -8.466 20.462 13.779 -0.239 -1.375 0.706 0.389
H -8.363 21.215 15.427 0.142 -0.008 -0.230 0.355
H -8.918 21.942 13.867 -0.609 0.822 0.875 0.279
```
Positions in Å, forces in eV/Å.

Calculated values
largest force on an atom	0.075	hartree/bohr
SMILES string	CCN(CC)CC.CCN(CC)CC.CCN(CC)CC.CCN(CC)CC.CCN(CC)CC.CCN(CC)CC.CNC(C)=O.CNC(C)=O.CNC(C)=O.CNC(C)=O.CNC(C)=O
ΔE to the lowest compared entry with this formula, charge and spin	9.5156	eV
LUMO level	0.2	eV
frontier orbital gap	8.115	eV